Record 1
A 3-piece molecular cluster, C4H14O2 overall in a non-equilibrium geometry. Source: OMol25; level of theory: ωB97M-V with the def2-TZVPD basis set.

Geometry as XYZ:
```
20
Properties=species:S:1:pos:R:3:forces:R:3
C -0.6713 -0.0698 -1.8151 0.5 -1.2 -0.5
C -0.6111 -0.5179 -0.3286 -1.2 1.9 -0.4
C 0.1471 0.5157 0.5086 -0.1 0.6 0.5
C -2.0732 -0.5332 0.2439 1.2 -0.1 -0.5
H -0.1823 0.8573 -2.0935 0.0 0.4 0.5
H -0.1284 -0.8284 -2.3906 -0.2 0.1 -0.3
H -1.6854 -0.0519 -2.2136 0.0 0.1 0.1
H -0.1291 -1.4907 -0.3386 -0.2 -0.2 0.6
H -0.1908 0.5586 1.5459 0.0 -0.5 0.1
H -0.0686 1.5379 0.1828 0.1 -0.1 -0.4
H 1.2278 0.4368 0.5445 0.1 -0.1 -0.3
H -2.6047 -1.4206 -0.0924 -0.1 -0.1 0.4
H -1.9400 -0.4083 1.3109 -0.6 -0.7 0.4
H -2.6517 0.3356 -0.0807 0.3 0.1 -0.2
H 2.3901 1.5037 -1.3514 0.7 -0.6 0.0
H 3.3297 1.8399 -0.0663 1.3 -0.9 0.1
O 2.5769 2.0336 -0.5818 -1.8 1.6 -0.3
H 0.7959 -1.1591 3.0671 0.4 0.6 -0.4
H 1.4899 -1.3947 1.6143 0.2 0.9 0.2
O 0.9792 -1.7446 2.3347 -0.6 -1.7 0.4
```
Forces are in eV/Å.

Summary:
- electronic energy (hartree) = -311.238893
- frontier orbital gap (eV) = 11.53
- SMILES = CC(C)C.O.O

=====

Record 2
C34H42Ge2NPYb as an isolated structure in a non-equilibrium geometry. Source: OMol25; level of theory: ωB97M-V with the def2-TZVPD basis set.

Geometry as XYZ:
```
81
Properties=species:S:1:pos:R:3:forces:R:3
Yb -0.3481 -0.6092 1.1530 -0.3 1.4 0.7
C -1.5327 -3.4527 -3.5645 -0.2 -0.4 -0.3
C -2.0248 -2.8426 -2.2394 -0.1 0.5 0.1
Ge -0.6164 -2.7144 -0.8154 0.7 -0.6 -0.6
C -1.5030 -2.6818 1.1896 -1.1 0.6 -0.7
C -0.6789 -2.8411 2.4883 0.8 0.8 0.3
C 1.0097 -3.9031 -0.7994 -1.3 0.7 0.0
C 2.1229 -3.1639 -0.9246 0.3 0.4 0.5
Ge 1.4986 -1.2211 -1.1345 0.3 -2.0 0.1
C 1.6536 -0.5071 -2.9204 0.5 -1.4 -0.8
C 3.0186 0.0136 -3.3622 1.4 -1.3 0.8
C 1.9058 0.0344 0.3915 0.2 -0.2 0.5
C 3.3235 0.5965 0.2172 0.5 0.1 1.0
C 3.5149 -3.6917 -0.9319 -0.3 0.3 -0.1
C 3.8789 -5.0555 -0.8174 -0.7 0.1 0.3
C 5.2201 -5.4088 -0.7829 0.2 0.5 0.4
C 6.2247 -4.4433 -0.7975 0.2 0.1 -0.6
C 5.8497 -3.1217 -1.0399 0.9 0.0 0.3
C 4.5278 -2.7425 -1.0671 0.2 -1.1 -0.3
H -2.4431 -3.6129 -4.1658 0.4 -0.3 0.2
H -1.0061 -4.4006 -3.4191 -0.2 0.1 -0.2
H -0.9149 -2.8158 -4.2196 0.0 0.1 0.7
H -2.8642 -3.4123 -1.7906 0.5 0.2 -0.4
H -2.4118 -1.8487 -2.5314 0.1 -0.2 0.8
H -1.9938 -3.6387 1.0044 0.0 0.1 -0.1
H -2.4137 -2.0090 1.3441 0.8 -0.5 -0.2
H 0.4130 -2.9245 2.3611 0.1 0.3 -0.4
H -0.8867 -3.8338 2.8038 -0.3 -0.7 0.9
H -0.8444 -2.1425 3.3529 -0.3 -0.5 -0.8
H 1.0513 -4.9803 -0.7909 -0.2 -0.3 0.1
H 0.8984 0.2157 -2.9430 -1.2 1.4 -0.4
H 1.3323 -1.3444 -3.5918 0.1 0.6 0.6
H 3.3774 0.7383 -2.6110 0.1 -0.1 -0.6
H 2.9998 0.4719 -4.3609 0.0 -0.2 0.4
H 3.7663 -0.8793 -3.3539 -1.2 1.7 -0.3
H 1.8838 -0.4475 1.4213 0.2 0.0 -0.5
H 1.2592 0.9276 0.4292 -0.3 0.2 0.0
H 4.0445 -0.0799 -0.2433 -0.3 0.1 0.0
H 3.7118 0.8306 1.2139 0.1 -0.1 -0.1
H 3.2951 1.5471 -0.2874 0.0 0.2 -0.5
H 3.1199 -5.8516 -0.6879 0.5 0.6 -0.3
H 5.5334 -6.4253 -0.7058 -0.2 -0.6 0.1
H 7.2963 -4.7369 -0.7201 -1.0 0.3 -0.1
H 6.6062 -2.3741 -1.2233 0.2 0.1 0.2
H 4.2960 -1.7337 -1.3158 -0.2 0.7 0.0
N -0.2972 0.7030 3.3560 -0.8 1.0 -0.5
C -1.5176 1.6162 3.6152 1.6 -1.4 -1.4
C -2.0048 1.7694 4.8735 -0.4 0.4 1.2
C -3.0112 2.7127 5.0560 -0.4 0.8 0.8
C -3.5656 3.5055 4.0409 0.8 -0.2 0.4
C -3.0649 3.2776 2.7785 0.4 0.0 0.2
C -2.0609 2.3193 2.5533 -0.4 0.6 -1.2
P -1.5500 2.0680 0.8082 0.1 -2.4 0.5
C -0.5924 3.4466 0.2604 0.6 0.2 -0.1
C -1.0898 4.3241 -0.6890 -0.9 0.7 0.6
C -0.4473 5.5168 -0.9855 1.0 -0.7 0.5
C 0.8361 5.6916 -0.4352 -1.2 -0.1 -0.8
C 1.3874 4.7609 0.4220 1.3 0.0 0.1
C 0.6732 3.6461 0.8232 0.0 -0.3 0.6
C -3.0646 1.7912 -0.1684 -1.5 -0.3 0.2
C -4.3034 1.6092 0.5409 2.1 1.1 0.7
C -5.5063 1.6443 -0.0843 0.6 -0.5 -1.8
C -5.5047 1.6328 -1.4772 -1.1 0.4 0.1
C -4.3328 1.7129 -2.2158 -0.7 -1.1 0.0
C -3.1114 1.7454 -1.5879 1.4 0.3 1.3
H -0.1431 0.1944 4.2175 0.1 -0.1 0.3
H 0.5223 1.3323 3.2663 -0.6 -0.4 0.2
H -1.5924 1.2933 5.7728 -0.1 0.1 -0.6
H -3.2634 2.9509 6.0811 -0.3 -0.2 0.0
H -4.2267 4.3637 4.2356 0.2 -0.8 0.0
H -3.3970 3.9035 1.9755 -0.2 0.1 -0.5
H -2.1112 4.1743 -0.9909 -0.2 0.0 -0.5
H -0.9317 6.2353 -1.6245 0.2 0.2 -0.1
H 1.4096 6.5468 -0.6988 0.3 0.6 -0.1
H 2.4448 4.9337 0.6980 -0.9 -0.2 0.3
H 1.0514 2.9960 1.6493 -0.2 0.4 -0.9
H -4.2979 1.6082 1.6239 0.1 -0.1 -0.1
H -6.4155 1.6449 0.4440 -0.9 -0.2 0.7
H -6.4936 1.5615 -1.9513 0.7 0.1 -0.1
H -4.4284 1.5521 -3.2698 0.3 0.3 -0.5
H -2.1500 1.7320 -2.1253 -0.6 0.2 0.0
```
Forces are in eV/Å.

Summary:
- multiplicity = 2
- electronic energy (hartree) = -7028.357900
- frontier orbital gap (spin up / spin down) (eV) = 6.43 / 4.77
- net charge = +3

=====

Record 3
A 6-piece molecular cluster, H12O5S overall in a non-equilibrium geometry. Source: OMol25; level of theory: ωB97M-V with the def2-TZVPD basis set.

Geometry as XYZ:
```
18
Properties=species:S:1:pos:R:3:forces:R:3
S 1.5339 -1.3314 -1.3688 0.2 0.0 0.0
H 2.1083 -2.3898 -1.9552 -0.1 0.0 0.0
H 1.0523 -2.0449 -0.3423 0.1 0.0 0.0
H 0.0316 1.6485 0.4366 0.0 0.1 -0.2
H -1.1755 2.5687 0.1497 0.2 0.1 -0.1
O -0.8655 1.8553 0.7114 -0.3 -0.2 0.3
H 2.5167 2.2391 -0.7930 0.0 0.0 -0.1
H 2.1073 2.6822 0.5884 0.0 0.2 0.1
O 2.0645 2.9552 -0.3338 -0.1 -0.3 0.1
H -2.1284 0.0474 -2.0042 -0.2 -0.1 0.1
H -0.7397 -0.5572 -2.1038 -0.3 -0.4 0.2
O -1.6385 -0.7513 -1.7818 0.4 0.3 -0.3
H 0.9230 -0.6022 2.7852 0.1 0.0 0.0
H -0.2254 -1.0265 1.8930 0.0 -0.1 -0.2
O 0.7286 -0.8453 1.8751 -0.2 0.0 0.1
H -1.6045 -1.7432 0.2394 -0.1 -0.4 0.1
H -2.5736 -0.9304 0.9348 -0.2 -0.1 0.5
O -2.1152 -1.7741 1.0695 0.4 0.8 -0.6
```
Forces are in eV/Å.

Summary:
- electronic energy (hartree) = -781.568566
- frontier orbital gap (eV) = 10.41
- SMILES = O.O.O.O.O.S

=====

Record 4
C26H26GeN6OSn as an isolated structure in a non-equilibrium geometry. Source: OMol25; level of theory: ωB97M-V with the def2-TZVPD basis set.

Geometry as XYZ:
```
61
Properties=species:S:1:pos:R:3:forces:R:3
Sn 1.7042 -0.1973 -0.6117 -1.1 1.3 -0.3
N 4.0983 -1.0493 2.8987 -0.3 -0.2 -0.3
C 4.6134 0.2122 2.7522 0.2 0.2 0.1
C 4.0179 0.7432 1.6515 0.2 0.2 0.1
N 3.1617 -0.1592 1.1242 0.0 -1.1 0.4
C 3.2231 -1.2480 1.8793 0.9 1.5 0.3
C 2.3970 -2.3495 1.5839 -1.1 -1.5 -0.5
N 1.7092 -2.3712 0.4502 0.7 0.2 0.9
C 0.9588 -3.4962 0.4653 -0.1 -0.3 0.0
C 1.1849 -4.1794 1.6204 -0.1 -0.3 0.0
N 2.1020 -3.4512 2.3312 0.2 0.5 -0.2
H 4.3814 -1.7203 3.5904 0.0 0.0 0.0
H 5.3438 0.6071 3.4291 0.1 0.1 0.1
H 4.1362 1.7099 1.2096 0.1 0.2 0.0
H 0.3138 -3.7457 -0.3524 -0.2 -0.1 -0.1
H 0.7879 -5.1042 1.9872 -0.1 -0.1 0.1
H 2.4325 -3.6655 3.2564 0.0 0.0 -0.1
C 0.4037 0.9021 0.6148 -0.2 -0.5 -0.8
Ge -1.4618 1.0088 0.1255 0.7 0.1 0.2
C -2.2982 -0.7923 0.0243 0.0 0.5 0.1
C -3.2095 -1.2662 0.9549 0.0 0.2 0.1
C -3.6696 -2.5708 0.8927 -0.2 -0.2 0.2
C -3.2394 -3.4151 -0.1144 -0.1 -0.2 0.0
C -2.3438 -2.9459 -1.0619 0.0 -0.2 -0.1
C -1.8748 -1.6500 -0.9781 0.2 0.1 -0.2
C -1.6544 1.7244 -1.7094 -0.1 -0.2 0.5
C -0.5444 2.2124 -2.3792 0.4 0.0 0.2
C -0.6284 2.6608 -3.6827 0.1 0.1 -0.2
C -1.8457 2.6407 -4.3404 0.0 0.0 -0.1
C -2.9665 2.1574 -3.6849 -0.2 0.0 -0.2
C -2.8679 1.7001 -2.3823 -0.2 -0.1 0.1
C -2.4851 2.0947 1.4328 0.3 -0.4 -0.6
C -3.1612 3.2425 1.0461 0.0 0.0 -0.2
C -3.7978 4.0383 1.9812 -0.1 0.2 0.1
C -3.7717 3.6870 3.3208 -0.1 0.1 0.1
C -3.1076 2.5385 3.7193 0.0 0.0 0.2
C -2.4675 1.7536 2.7789 0.1 -0.2 0.0
H 0.5113 0.8869 1.6994 0.1 -0.1 0.1
H -3.5645 -0.6010 1.7322 -0.1 0.0 0.1
H -4.3761 -2.9299 1.6282 -0.1 0.0 0.1
H -3.6035 -4.4330 -0.1679 0.0 0.0 0.0
H -2.0158 -3.5927 -1.8646 0.0 -0.1 -0.1
H -1.1545 -1.2843 -1.7041 0.0 -0.1 -0.1
H 0.4061 2.2378 -1.8580 0.0 0.1 0.0
H 0.2573 3.0238 -4.1864 0.0 0.0 0.0
H -1.9194 2.9964 -5.3598 0.0 0.0 0.0
H -3.9165 2.1299 -4.2007 -0.1 0.0 0.0
H -3.7448 1.3072 -1.8805 -0.1 0.0 0.0
H -3.1780 3.5115 -0.0041 0.0 0.1 0.0
H -4.3125 4.9381 1.6692 0.0 0.0 0.0
H -4.2653 4.3085 4.0562 0.0 0.0 0.0
H -3.0853 2.2598 4.7648 0.0 0.0 0.0
H -1.9357 0.8604 3.0855 0.0 0.0 0.1
N 4.6881 0.3764 -2.7133 0.1 0.3 0.1
C 4.9471 -0.9403 -2.4499 0.2 0.1 -0.1
N 5.5169 -1.6353 -3.4797 0.1 -0.2 -0.4
O 4.7142 -1.4503 -1.3743 0.0 -0.3 0.5
H 4.5815 0.6832 -3.6640 -0.1 0.0 -0.1
H 4.0522 0.7933 -2.0493 -0.1 0.0 -0.1
H 5.9585 -1.1502 -4.2412 0.0 0.0 0.0
H 5.8641 -2.5525 -3.2614 0.0 0.1 0.1
```
Forces are in eV/Å.

Summary:
- electronic energy (hartree) = -3701.335426
- frontier orbital gap (eV) = 5.72

=====

Record 5
An isolated ion of composition C5H15N2 and charge +1 in a non-equilibrium geometry. Source: OMol25; level of theory: ωB97M-V with the def2-TZVPD basis set.

Geometry as XYZ:
```
22
Properties=species:S:1:pos:R:3:forces:R:3
N -1.3102 0.9381 -0.0243 -2.9 1.8 -1.1
C 0.0514 0.4171 0.2064 -0.9 -1.0 1.3
C 0.6053 -0.6536 -0.8082 -0.6 -0.9 2.3
C 1.8815 -0.2545 -1.4863 3.3 -0.4 -0.4
C -0.6160 -1.1573 -1.7061 2.1 -0.1 2.2
C -0.0840 -0.1052 1.7401 3.4 3.6 -1.4
N -0.7820 0.9680 2.5563 1.9 -0.3 -1.0
H -1.6545 1.4318 0.8562 0.8 -0.9 -0.1
H -1.4174 1.6905 -0.7332 0.4 -0.7 0.1
H -2.0788 0.2622 -0.2439 1.1 0.2 0.1
H 0.6681 1.3177 0.1623 0.2 -0.2 0.5
H 1.0034 -1.3996 -0.0608 -1.0 -0.1 -1.0
H 2.1150 -0.9972 -2.2822 -0.5 0.8 0.1
H 1.9781 0.7691 -1.8409 -0.5 0.0 -0.5
H 2.9205 -0.3555 -0.9039 -2.6 0.1 -0.3
H -0.4083 -2.1018 -2.2144 0.3 0.7 -0.7
H -1.3456 -1.5177 -0.9637 -0.5 0.7 -0.5
H -0.8109 -0.2432 -2.2729 -0.8 -0.8 -0.5
H -0.4796 -1.0119 1.9967 -1.8 -2.4 -0.4
H 1.0249 -0.3514 1.8095 -0.9 0.9 1.3
H -0.1515 1.7592 2.7835 -0.4 -0.8 -0.2
H -1.1095 0.5953 3.4299 -0.1 -0.2 0.3
```
Forces are in eV/Å.

Summary:
- electronic energy (hartree) = -308.721542
- frontier orbital gap (eV) = 11.21
- SMILES = CC(C)[C@@H]([NH3+])CN
- net charge = +1